# 1
ORCA calculation (ωB97M-V/def2-TZVPD) on a structure of composition C8H16O2.

Each line ends with the Mulliken charge.
Atoms and positions in Å:
C (-1.62, 1.48, -0.89)  -0.980
C (1.08, -0.48, 0.71)  1.414
C (1.56, -1.88, 0.54)  -1.447
H (2.69, 0.19, 1.89)  0.219
H (2.31, -2.13, 1.29)  0.412
H (2.03, -2.03, -0.45)  0.233
H (1.19, 2.05, -1.07)  0.373
H (-1.29, -1.84, -1.01)  0.286
C (-1.05, 0.27, -0.96)  0.842
C (-1.69, -0.96, -1.51)  -1.270
H (-1.54, -1.04, -2.59)  0.271
H (-1.09, 2.38, -0.60)  0.270
H (-2.68, 1.58, -1.11)  0.300
H (-1.53, -0.33, 3.01)  0.267
H (2.22, 0.71, -1.66)  0.286
H (0.75, -2.60, 0.65)  0.322
O (0.41, 0.14, -0.89)  -0.041
C (1.20, 1.10, -1.62)  -0.905
C (1.78, 0.46, 1.37)  -1.174
H (-2.76, -0.93, -1.31)  0.403
O (-0.64, -0.74, 1.20)  -0.505
C (-1.16, 0.17, 2.11)  -0.690
H (-2.00, 0.74, 1.67)  0.228
H (-0.44, 0.94, 2.44)  0.266
H (0.78, 1.25, -2.61)  0.310
H (1.48, 1.49, 1.41)  0.310

Output
ΔE to the lowest compared entry with this formula, charge and spin: 145.2 kcal/mol
Charge: 0
Strongest force on any atom: 3.463 eV/Å
Kohn-Sham gap: 8.6 eV
Total energy: -12645.087 eV



# 2
ORCA calculation (ωB97M-V/def2-TZVPD) on a structure of composition C4H7ClN2O.

Each line ends with the Mulliken charge.
Atoms and positions in Å:
N (-2.33, -0.15, 0.89)  -0.604
C (-0.27, -0.94, -0.37)  0.201
C (0.46, 0.27, -0.11)  0.449
H (3.00, -0.87, 1.72)  0.312
H (-2.54, -0.57, 1.84)  0.258
H (2.34, 1.35, 0.32)  0.473
H (3.26, -1.23, -0.05)  0.242
C (2.49, -0.90, 0.72)  -0.849
O (0.11, -1.73, -1.18)  -0.520
H (-3.40, -0.05, 0.20)  0.293
N (-1.58, -1.05, 0.09)  -0.106
Cl (-0.17, 1.99, -0.31)  -0.233
C (1.82, 0.45, 0.28)  -0.360
H (1.62, -1.64, 0.65)  0.206
H (-1.93, -1.96, -0.07)  0.238

Output
ΔE to the lowest compared entry with this formula, charge and spin: 78.8 kcal/mol
Charge: 0
Strongest force on any atom: 8.120 eV/Å
Kohn-Sham gap: 9.5 eV
Total energy: -21808.220 eV



# 3
ORCA calculation (ωB97M-V/def2-TZVPD) on a cluster of 3 separate species, C4H14NO2S in total.

Each line ends with the Mulliken charge.
Atoms and positions in Å:
H (-0.93, -2.39, 2.02)  0.311
H (-0.64, 0.26, 0.57)  0.008
H (1.88, 0.60, 0.08)  0.166
H (0.56, -0.57, -2.38)  0.204
C (-0.70, 1.29, 0.22)  0.162
H (-0.72, 2.05, 1.00)  0.253
H (-2.35, 2.04, -1.07)  0.373
C (-2.15, 1.23, -0.37)  -1.379
H (-1.33, -2.84, 0.54)  0.274
S (0.55, -2.03, -0.44)  -0.650
H (2.17, 1.20, -1.44)  0.377
O (1.90, -0.50, 2.74)  -0.703
H (-2.36, 0.24, -0.78)  0.319
H (2.15, -1.23, 2.15)  0.328
H (-2.84, 1.36, 0.47)  0.382
C (1.22, -0.72, -1.52)  -0.528
O (-1.54, -2.91, 1.49)  -0.674
N (0.27, 1.58, -0.83)  -0.369
H (-0.21, 1.60, -1.72)  0.250
H (1.48, 0.09, 2.10)  0.340
H (2.19, -1.02, -1.93)  0.311
C (1.40, 0.65, -0.88)  -0.753

Output
ΔE to the lowest compared entry with this formula, charge and spin: 15.2 kcal/mol
Charge: -1
Strongest force on any atom: 2.386 eV/Å
Kohn-Sham gap: 7.0 eV
Total energy: -20796.277 eV



# 4
ORCA calculation (ωB97M-V/def2-TZVPD) on a structure of composition C15H23N5Pd.

Each line ends with the Mulliken charge.
Atoms and positions in Å:
C (0.53, 2.35, 1.00)  1.051
H (-1.01, -1.10, 2.50)  0.227
H (-1.84, 2.79, 2.05)  0.424
N (1.52, 0.66, -0.32)  -0.224
H (-2.47, -2.74, -1.96)  0.350
H (0.00, -3.10, -2.60)  0.501
C (1.85, -1.32, -1.57)  0.890
C (2.43, -0.08, -0.97)  0.446
N (-2.11, -0.81, -1.09)  -0.134
H (-3.43, -1.68, 1.96)  0.430
H (1.58, 4.03, 1.83)  0.393
C (4.04, 1.57, -0.36)  -0.777
C (-2.05, 0.66, 2.39)  -0.830
H (3.31, 3.22, 0.81)  0.336
H (0.54, 3.17, 2.97)  0.380
C (-0.33, -2.52, -1.74)  -0.574
C (1.76, 1.80, 0.32)  0.552
C (0.63, 3.51, 1.93)  -1.799
H (-3.12, 0.62, 2.64)  0.331
H (3.74, -2.26, -1.97)  0.454
H (5.05, 1.95, -0.38)  0.465
H (-0.34, -3.18, -0.87)  0.273
C (-3.14, -1.08, -0.05)  -0.764
H (4.51, -0.17, -1.52)  0.382
H (2.62, -2.22, -3.34)  0.351
C (-1.81, 1.87, 1.46)  -0.620
Pd (-0.29, 0.02, -0.42)  0.864
H (-2.59, 1.94, 0.70)  0.253
H (-1.74, -1.54, -3.02)  0.474
C (3.05, 2.30, 0.31)  -0.564
H (2.35, -3.35, -2.01)  0.459
H (-2.52, -0.11, -1.71)  0.305
N (-1.58, -0.61, 1.83)  -0.141
N (-0.55, 1.69, 0.76)  -0.110
H (-0.17, 4.23, 1.74)  0.444
C (2.69, -2.35, -2.25)  -1.728
H (-3.69, -0.15, 0.09)  0.427
H (-3.85, -1.82, -0.42)  0.414
N (0.57, -1.42, -1.42)  -0.211
C (-1.72, -1.94, -2.01)  -0.909
C (-2.57, -1.54, 1.28)  -0.837
H (-1.51, 0.83, 3.32)  0.466
H (-2.09, -2.51, 1.17)  0.438
C (3.74, 0.38, -1.01)  -0.557

Output
ΔE to the lowest compared entry with this formula, charge and spin: 0.0 kcal/mol
Charge: +2
Strongest force on any atom: 0.177 eV/Å
Kohn-Sham gap: 7.6 eV
Total energy: -26844.894 eV